Entry 1:
Molecular formula: C24H46Be2Br4ClN8O12S
Method: DFT, wB97M-V/def2-TZVPD

Results
HOMO level: -9.3 eV
LUMO: -6.342 eV

```
! RIJCOSX wB97M-V def2-TZVPD def2/J DEFGRID3
* xyz 1 1
C 4.85670 -0.23688 1.85494
C 3.89305 0.94922 1.67347
C 3.36140 1.11067 0.24626
C 2.43004 -0.04729 -0.15378
C 3.27400 -1.12391 -0.87967
N 1.30928 0.27153 -1.07380
C 1.35752 1.41788 -1.99472
C 0.14271 2.32276 -1.63218
C 0.35355 3.67724 -0.93983
C -0.77507 4.17199 -0.00152
N -0.56332 5.46485 0.53053
N -0.65213 1.33758 -0.98370
C 0.03702 0.26056 -0.62585
N -0.59882 -0.66394 0.03024
C -0.00499 -1.89570 0.46525
C -1.12496 -2.82355 0.86318
C -1.79695 -2.47374 2.19064
O -2.79220 -1.50083 2.01973
H 5.84739 0.08068 2.15797
H 4.97608 -0.86005 0.98015
H 4.47929 -0.86106 2.66387
H 3.04438 0.84317 2.33985
H 4.43615 1.85682 1.95968
H 4.23457 1.06803 -0.39821
H 2.91950 2.10112 0.18740
H 2.09974 -0.51649 0.76211
H 2.63353 -1.65267 -1.57614
H 4.10671 -0.69690 -1.42679
H 3.65990 -1.85199 -0.17746
H 2.31048 1.86668 -2.23370
H 1.06246 0.98942 -2.95203
H -0.23111 2.60610 -2.61293
H 1.26818 3.71268 -0.35479
H 0.45208 4.42307 -1.72243
H -1.85763 4.13121 -0.58767
H -0.86498 3.45139 0.79635
H -0.86885 5.43659 1.50133
H -1.21610 6.12606 0.10697
H -1.40962 1.63539 -0.38270
H -1.58286 -0.48551 0.24244
H 0.53679 -1.67629 1.36129
H 0.68115 -2.32971 -0.25800
H -0.68789 -3.86179 0.99652
H -1.85255 -2.88961 0.06295
H -2.27088 -3.37673 2.58624
H -1.06701 -2.13497 2.91640
H -3.05693 -1.39866 1.04345
Br -3.16505 2.76773 -0.57222
N -0.67559 2.11905 2.68846
O 0.28910 2.79506 2.25047
O -1.82296 2.59460 2.55102
O -0.50846 1.02733 3.22022
Be 0.13684 -5.14485 0.52287
N 1.14238 -2.01890 3.42566
O 1.40027 -2.84244 2.48205
O 1.35356 -2.36139 4.60272
O 0.66023 -0.93901 3.12632
C 2.91120 -7.69362 2.17343
C 3.31740 -6.49166 2.98933
O 2.88133 -5.33388 2.18944
S 1.49608 -5.78401 1.36491
O 0.34869 -5.33519 2.06392
O 1.70730 -5.49230 0.00428
O 1.64014 -7.34565 1.59999
H 3.61354 -7.87882 1.36016
H 2.81412 -8.58816 2.78039
H 4.39020 -6.45074 3.16346
H 2.78710 -6.46558 3.94670
Be 3.41059 -4.00065 3.73273
N -3.48468 7.24175 -2.06152
C -4.57514 7.96529 -2.30299
C -5.50735 7.64518 -3.27921
C -5.29411 6.51279 -4.04833
C -4.16315 5.74817 -3.81069
C -3.29895 6.15867 -2.80990
H -4.70159 8.84342 -1.68044
H -6.37716 8.26838 -3.43078
H -5.99805 6.22998 -4.81971
H -3.95714 4.85620 -4.38600
H -2.39960 5.59158 -2.58321
C 3.05398 5.26972 3.44846
Br 1.31373 4.58781 3.82757
Br 3.85809 6.24610 4.90348
Br 4.13668 3.79003 2.86816
H 2.95537 5.95866 2.62288
C -2.56493 -4.87443 -2.52690
O -2.20107 -4.53896 -1.39794
N -3.00025 -4.05725 -3.48113
C -3.41270 -4.57246 -4.77647
C -3.07840 -2.60906 -3.25316
H -2.56233 -5.92952 -2.83835
H -2.79562 -4.13217 -5.56043
H -4.45643 -4.31611 -4.95877
H -3.30430 -5.65382 -4.80641
H -2.08816 -2.22083 -3.01475
H -3.73749 -2.39367 -2.41683
H -3.45504 -2.12275 -4.14801
Cl -3.52101 -0.58409 -0.51623
*
```

---

Entry 2:
Molecular formula: C24H46BrClO43S10
Method: DFT, wB97M-V/def2-TZVPD

Results
HOMO level: -10.3 eV
SMILES string: O=C(OBr)OCCCCl.O=S1(=O)OCCO1.O=S1(=O)OCCO1.O=S1(=O)OCCO1.O=S1(=O)OCCO1.O=S1(=O)OCCO1.O=S1(=O)OCCO1.O=S1(=O)OCCO1.O=S1(=O)OCCO1.O=S1(=O)OCCO1.O=S1(=O)OCCO1
LUMO: -0.874 eV

```
! RIJCOSX wB97M-V def2-TZVPD def2/J DEFGRID3
* xyz 0 1
O 0.60282 -2.88392 4.61035
C 0.67666 -2.16168 3.66231
O 1.92286 -1.95824 3.13740
Br 2.08544 -0.31096 2.34361
O -0.39067 -1.53776 3.15303
C -0.94648 -2.17093 1.96221
C -2.48396 -2.24837 2.09963
C -3.06974 -1.24905 3.07353
Cl -2.72015 0.44617 2.60416
H -0.53686 -3.16778 1.79402
H -0.77798 -1.54019 1.08395
H -2.77394 -3.24445 2.43608
H -2.90502 -2.13469 1.09828
H -4.15385 -1.33785 3.14962
H -2.68067 -1.44582 4.07277
O -1.14047 -1.39889 -1.01326
S 0.20716 -1.17356 -1.40378
O 1.28470 -1.94279 -0.88258
O 0.53034 0.36952 -1.21354
C 0.94397 0.94902 -2.47036
C 0.23604 0.12819 -3.51652
O 0.27889 -1.22097 -3.00177
H 2.01986 0.85028 -2.55302
H 0.67475 1.99544 -2.51198
H 0.72002 0.18226 -4.48745
H -0.80732 0.41765 -3.61737
O -0.31986 4.94660 6.27483
S 0.45883 4.28328 5.29038
O 1.39474 4.98487 4.48922
O -0.52396 3.43030 4.36218
C -0.14835 2.05304 4.38307
C 0.49325 1.84395 5.73598
O 1.22811 3.04902 5.97431
H 0.56010 1.88710 3.57088
H -1.01824 1.41861 4.23550
H 1.15799 0.98309 5.75827
H -0.26017 1.74299 6.52113
O 0.68438 -3.20327 11.23476
S 0.13532 -3.04226 9.93720
O -1.26363 -3.06731 9.70904
O 0.84833 -4.08767 8.95701
C 1.46956 -3.39432 7.86283
C 1.82867 -2.03739 8.42502
O 0.72823 -1.70462 9.28147
H 0.74522 -3.31101 7.05232
H 2.33933 -3.94397 7.51364
H 1.95212 -1.28411 7.65194
H 2.73360 -2.08239 9.03519
O -0.76370 2.66311 -4.11312
S -0.99975 3.62410 -5.13581
O -0.05844 4.63822 -5.43233
O -2.43008 4.28559 -4.87145
C -3.28002 4.10184 -6.01341
C -2.79692 2.81276 -6.64162
O -1.36977 2.85691 -6.48847
H -3.14115 4.95162 -6.68406
H -4.32050 4.05068 -5.70501
H -3.06349 2.73014 -7.69116
H -3.17149 1.94065 -6.10181
O -4.43341 -4.32310 1.36763
S -5.81627 -4.38519 1.67506
O -6.73584 -3.44442 1.14344
O -5.97327 -4.43578 3.26664
C -6.69987 -5.61001 3.65640
C -6.38826 -6.62427 2.57747
O -6.36091 -5.85581 1.36543
H -7.76314 -5.36360 3.67864
H -6.38457 -5.93853 4.64281
H -7.13491 -7.41029 2.51177
H -5.40221 -7.07064 2.72054
O -2.46160 4.64152 1.93856
S -1.09310 4.79514 1.59903
O -0.07937 4.03344 2.22428
O -0.72151 6.34907 1.70002
C -0.21913 6.82253 0.44594
C -0.89770 5.95264 -0.59154
O -0.93420 4.65184 0.00388
H 0.86406 6.68570 0.43643
H -0.45173 7.87685 0.32180
H -0.35659 5.92352 -1.53368
H -1.92569 6.27598 -0.77196
O 3.95671 -3.73323 -6.21948
S 3.99200 -4.64708 -5.13403
O 4.89101 -5.74228 -5.10892
O 2.50260 -5.17913 -4.87975
C 2.09927 -4.89570 -3.53191
C 2.86700 -3.64875 -3.15884
O 4.15610 -3.82685 -3.76971
H 2.38248 -5.74286 -2.90410
H 1.02334 -4.75198 -3.48065
H 2.96751 -3.52430 -2.08522
H 2.40680 -2.75579 -3.58503
O 5.30418 3.94328 -1.80610
S 4.79034 2.78263 -2.43685
O 3.49019 2.28746 -2.13982
O 5.85203 1.59900 -2.25643
C 6.24408 1.08789 -3.54018
C 6.10316 2.26507 -4.47805
O 4.91434 2.94307 -4.01812
H 5.56349 0.27637 -3.80712
H 7.26118 0.70664 -3.50271
H 5.99307 1.96480 -5.51488
H 6.93766 2.94675 -4.38623
O -10.56567 -1.89625 -2.68849
S -11.15857 -1.59940 -1.43477
O -12.53284 -1.27405 -1.31595
O -10.28298 -0.45946 -0.72530
C -9.81833 -0.91537 0.55178
C -9.70046 -2.41552 0.40131
O -10.82896 -2.78299 -0.40756
H -10.56346 -0.64532 1.30316
H -8.86956 -0.44716 0.79963
H -9.73058 -2.93606 1.35391
H -8.79142 -2.69152 -0.13290
O 10.39710 2.43170 -7.23379
S 9.81192 2.72041 -5.97811
O 8.42433 3.00072 -5.84408
O 10.65167 3.88870 -5.28306
C 11.14045 3.45755 -4.00500
C 11.30350 1.95930 -4.14500
O 10.18036 1.55426 -4.94264
H 10.39352 3.70951 -3.24946
H 12.07487 3.95953 -3.77041
H 11.29504 1.44526 -3.18814
H 12.21614 1.70378 -4.68673
*
```

---

Entry 3:
Molecular formula: C24H46BrN3O6
Method: DFT, wB97M-V/def2-TZVPD

Results
HOMO level (spin up / spin down): -8.0 / -9.0 eV
LUMO (spin up / spin down): 0.535 / -0.009 eV

```
! RIJCOSX wB97M-V def2-TZVPD def2/J DEFGRID3
* xyz 0 3
C 1.26356 -2.61454 -0.25333
C 0.94201 -2.76109 -1.73384
C -0.05246 -1.71928 -2.20770
O -1.27719 -1.97047 -1.51950
N -2.16902 -0.87520 -1.63744
C -3.49244 -1.43155 -1.76844
C -3.70956 -2.47689 -0.68625
O -3.58039 -2.28624 0.49206
Br -4.19927 -4.25710 -1.35845
C -2.06382 0.09787 -0.62446
O -2.95312 0.88359 -0.41108
O -0.87290 0.11941 0.02748
H 1.86149 -3.45348 0.07716
H 1.81538 -1.69616 -0.10545
H 0.37378 -2.61196 0.35546
H 0.53646 -3.74107 -1.95399
H 1.84031 -2.61110 -2.32081
H 0.31240 -0.73875 -1.93962
H -0.20732 -1.80282 -3.27703
H -3.59085 -1.90709 -2.73320
H -4.24807 -0.66658 -1.69751
H -0.31066 0.77477 -0.39486
C 0.76079 -2.05165 6.42273
C 0.76931 -1.71965 4.91272
C 0.32112 -0.27614 4.68060
C -1.17770 -0.05907 4.88784
C -1.98980 -1.05330 4.05963
C -1.58597 -2.50754 4.29748
N -0.10778 -2.65883 4.15475
O 0.24002 -2.72888 2.91658
C -2.06008 -2.97323 5.68614
C -2.27673 -3.39928 3.27797
C 2.20415 -1.88661 4.42948
H 1.72794 -1.82015 6.86636
H 0.01981 -1.48167 6.98124
H 0.57722 -3.11224 6.59142
H 0.57726 0.01585 3.65731
H 0.89113 0.37761 5.34468
H -1.43555 -0.14196 5.94755
H -1.43731 0.95813 4.58912
H -3.05460 -0.94397 4.27366
H -1.86180 -0.81604 2.99875
H -1.66914 -3.96569 5.91320
H -3.14773 -3.03199 5.69368
H -1.77979 -2.30250 6.49443
H -2.08054 -3.07302 2.26271
H -3.35486 -3.36396 3.42875
H -1.94966 -4.43573 3.37500
H 2.53812 -2.91886 4.54339
H 2.85516 -1.24807 5.02541
H 2.32215 -1.60082 3.38648
C 2.05039 4.69175 -2.52953
C 2.42067 3.30294 -3.09924
C 3.00039 3.43600 -4.50784
C 1.95674 3.77240 -5.57165
C 0.78907 2.78945 -5.52016
C 0.16659 2.66678 -4.13101
N 1.23080 2.39811 -3.11624
O 1.59799 1.16278 -3.13838
C -0.61684 3.94605 -3.78582
C -0.85216 1.53596 -4.11254
C 3.47802 2.71196 -2.17492
H 2.89775 5.11914 -1.99649
H 1.77551 5.41025 -3.30001
H 1.22862 4.62036 -1.81768
H 3.48780 2.49514 -4.78152
H 3.78124 4.19885 -4.49293
H 1.59730 4.79730 -5.44632
H 2.42251 3.73126 -6.55766
H 0.01350 3.09094 -6.22672
H 1.13828 1.80403 -5.84399
H -0.95880 3.92179 -2.75052
H -1.49524 4.01382 -4.42586
H -0.05100 4.86116 -3.93717
H -0.42910 0.58647 -4.43606
H -1.66783 1.77690 -4.79274
H -1.27328 1.39778 -3.11562
H 3.08202 2.56409 -1.16902
H 4.31806 3.40183 -2.11248
H 3.85754 1.75969 -2.53812
*
```

---

Entry 4:
Molecular formula: C24H46Cl3N2NdO4Si
Method: DFT, wB97M-V/def2-TZVPD

Results
ΔE to the lowest compared entry with this formula, charge and spin: 390.51 kJ/mol
HOMO level (spin up / spin down): -5.1 / -5.1 eV
LUMO (spin up / spin down): 0.106 / 0.113 eV

```
! RIJCOSX wB97M-V def2-TZVPD def2/J DEFGRID3
* xyz 0 4
C 1.69960 -1.48514 -5.09016
C 1.26810 -0.08618 -4.77243
H 1.93082 -1.57327 -6.15077
H 0.90139 -2.20485 -4.82167
H 2.56218 -1.74388 -4.45676
C 0.75540 0.75881 -5.70285
C 0.31611 0.33314 -7.06532
H 0.49644 1.78694 -5.44718
H -0.22271 -0.63249 -7.05889
H 1.12974 0.23641 -7.80232
H -0.36957 1.09403 -7.46652
Nd -0.80807 -1.06752 1.30046
Cl 1.80610 -0.70704 0.77399
Cl -2.49490 -2.85970 2.27490
C 0.54678 2.22552 1.04215
O -0.45281 1.44634 1.09914
N 0.39852 3.54935 0.97782
C -0.95412 4.10605 0.91699
C 1.48598 4.49436 1.19653
H 1.58119 1.85270 1.05612
H -1.66998 3.28520 0.77579
H -1.03293 4.82754 0.09197
H -1.17801 4.66488 1.83881
H 2.45316 3.96927 1.17142
H 1.34372 5.00062 2.16725
H 1.46823 5.26576 0.41408
H -1.95588 -1.65420 -3.44775
H -2.48746 1.28379 -4.28555
C -2.91625 -1.37669 -2.97756
C -3.30476 1.00527 -3.61498
N -2.87808 0.03403 -2.60723
H -3.08860 -1.98644 -2.07865
C -2.50553 0.39943 -1.37242
O -2.28049 -0.39569 -0.42043
H -3.67515 1.89957 -3.11620
H -2.44464 1.48833 -1.23069
H -3.72787 -1.50393 -3.70506
H -4.09413 0.56157 -4.22212
O 0.27249 -0.66222 -3.22501
C 1.25481 0.21776 -3.26216
C -0.21146 2.30435 -2.79379
C 1.03851 1.68497 -2.77607
H -1.07826 1.64971 -2.91591
C -0.32368 3.69071 -2.62800
H 2.18223 -0.16532 -2.79828
C 2.13061 2.43188 -2.29243
H -1.29823 4.16984 -2.73733
C 0.79957 4.45452 -2.30346
C 2.01474 3.80998 -2.08872
H 3.05658 1.90142 -2.06797
H 0.72198 5.53495 -2.15262
H 2.87666 4.37691 -1.75181
Si 0.39433 -4.43538 -0.92621
Cl -0.46556 -2.35330 -1.05456
C -1.20612 -5.41948 -0.52404
C 1.70278 -4.44344 0.44601
C 1.11155 -5.05406 -2.52767
H -1.96637 -4.74116 -0.10808
H -1.08093 -6.27650 0.15829
H -1.56901 -5.84428 -1.47449
H 0.33725 -5.01487 -3.30542
H 1.44458 -6.09841 -2.44425
H 1.99048 -4.44998 -2.79310
H 2.05759 -3.41299 0.62299
H 2.55958 -5.08797 0.17281
H 1.36352 -4.84542 1.41251
C 2.06822 -2.53608 3.97678
C 0.54639 -2.50313 3.97760
O -0.03899 -1.24268 3.56905
C 0.02216 -0.04704 4.38541
C -1.27824 0.73450 4.20263
H 2.47077 -2.20924 3.00669
H 2.38045 -3.57282 4.15395
H 2.48224 -1.90917 4.77790
H 0.16630 -3.20538 3.21911
H 0.13955 -2.81094 4.95512
H 0.18574 -0.30067 5.44974
H 0.86399 0.53861 3.97297
H -2.17461 0.09446 4.18530
H -1.40160 1.43471 5.03040
H -1.25840 1.32246 3.27143
*
```

---

Entry 5:
Molecular formula: C24H46CrN4O3SSi
Method: DFT, wB97M-V/def2-TZVPD

Results
ΔE to the lowest compared entry with this formula, charge and spin: 0.00 kJ/mol
HOMO level (spin up / spin down): -11.2 / -11.4 eV
LUMO (spin up / spin down): -3.550 / -2.577 eV

```
! RIJCOSX wB97M-V def2-TZVPD def2/J DEFGRID3
* xyz 1 4
Cr -1.32200 -0.65661 0.85582
N -2.63230 -0.17064 -0.73795
C -2.54391 1.31113 -0.61221
C -3.03777 1.73538 0.77386
N -2.62659 0.73538 1.80540
C -1.96692 1.24978 3.03615
C -0.45890 1.16466 2.89045
N -0.07281 -0.21333 2.47441
H -2.23787 -0.46895 -1.62486
H -3.59345 -0.49360 -0.70800
H -3.10273 1.83529 -1.38453
H -1.48971 1.57119 -0.73183
H -4.12260 1.82912 0.77666
H -2.62629 2.71528 1.01384
H -3.45179 0.21570 2.08673
H -2.30122 0.63664 3.87381
H -2.25878 2.27739 3.24800
H 0.02872 1.47383 3.81408
H -0.13062 1.83439 2.09957
H -0.08210 -0.85078 3.26132
H 0.87859 -0.21008 2.10697
C -2.18480 -2.35465 1.73385
C -3.66884 -2.29105 1.67557
C -4.42453 -1.81401 2.75432
C -5.80014 -1.66388 2.66889
C -6.46514 -1.99933 1.49137
C -5.73857 -2.51623 0.41946
C -4.36535 -2.65825 0.51571
C -7.89476 -1.82436 1.39298
N -9.03364 -1.68487 1.31258
H -1.78792 -3.16352 1.11792
H -1.82322 -2.47013 2.75741
H -3.92233 -1.58029 3.69013
H -6.36862 -1.29793 3.51407
H -6.26129 -2.81071 -0.48202
H -3.80772 -3.07996 -0.31698
C 3.73405 -2.75900 -0.07850
C 4.14633 -1.33111 0.25420
C 4.78959 -1.25103 1.62937
C 5.09024 -0.78038 -0.81028
O 2.96028 -0.50010 0.33674
Si 1.70390 -0.21749 -0.65078
S 0.21820 -1.71169 -0.46721
O 2.21584 -0.11931 -2.17845
C 1.70418 -0.09689 -3.52408
C 0.21496 0.23368 -3.54467
C 1.95178 -1.47270 -4.11848
C 2.48949 0.96824 -4.27176
O 1.03878 1.20324 -0.06833
C 1.69309 2.51613 -0.05552
C 1.72703 3.01016 1.38821
C 0.85548 3.44748 -0.91480
C 3.12623 2.45989 -0.58564
H 4.62021 -3.38475 -0.20540
H 3.15848 -2.78693 -1.00998
H 3.11549 -3.18265 0.71679
H 5.77013 -1.73210 1.62019
H 4.16601 -1.74834 2.37681
H 4.91827 -0.20612 1.92005
H 6.02225 -1.34735 -0.80647
H 5.32232 0.26905 -0.61000
H 4.63945 -0.85094 -1.80197
H -0.35361 -0.57997 -3.08998
H -0.11811 0.36404 -4.57699
H 0.02244 1.16582 -2.99855
H 1.42396 -2.23165 -3.53617
H 3.01943 -1.70254 -4.10655
H 1.59854 -1.51184 -5.15107
H 2.22209 1.96878 -3.92085
H 2.28501 0.91299 -5.34333
H 3.55905 0.81765 -4.11287
H 0.75870 3.39737 1.71836
H 2.44798 3.82256 1.48254
H 2.04469 2.20304 2.05302
H -0.17494 3.48333 -0.55104
H 0.85293 3.11244 -1.95521
H 1.25871 4.46147 -0.87973
H 3.75653 1.85715 0.07172
H 3.52649 3.47406 -0.61267
H 3.17591 2.04431 -1.59367
*
```